Below is a 4-piece molecular cluster, C20H31F9NO7 overall, with properties calculated with the ωB97M-V functional and the def2-TZVPD basis.

## Properties
- total charge = +1
- maximum force (eV/Å) = 2.49
- calculated total energy (hartree) = -2260.67599
- HOMO-LUMO gap (eV) = 9.54
- LUMO (eV) = -3.065
- HOMO (eV) = -12.604

Cartesian coordinates (Å):
F: -7.257 -2.369 -7.067
F: -3.453 -3.850 1.369
F: 3.095 0.244 1.344
F: 3.447 -1.614 2.391
F: -6.481 -4.290 -7.687
F: -5.298 -2.506 -7.958
F: 4.111 0.242 3.250
F: -3.635 -3.887 -0.780
F: -4.103 -2.083 0.321
O: -1.042 -2.663 1.035
O: 1.695 -0.952 4.297
O: -4.350 -3.254 -5.546
O: 0.971 0.660 2.896
O: -1.611 -2.234 -1.100
O: -6.467 -3.643 -4.885
O: 4.453 5.309 3.981
N: 3.786 2.267 -0.690
C: 4.595 3.843 3.701
C: 1.354 2.778 -0.691
C: -1.825 -2.663 0.134
C: 4.007 3.098 0.581
C: -6.153 -3.114 -7.146
C: 1.772 -0.150 3.266
C: 2.992 4.217 0.693
C: 1.596 3.548 0.631
C: -0.633 -1.660 4.472
C: 3.126 -0.343 2.565
C: -6.016 -3.914 -3.544
C: 0.488 -0.866 5.100
C: 4.445 4.912 2.676
C: 3.075 4.991 2.029
C: 0.680 -2.845 -1.659
C: -3.281 -3.138 0.266
C: -5.791 -2.633 -2.773
C: -0.297 -1.724 -1.375
C: -5.524 -3.332 -5.758
C: 2.626 2.726 -1.509
H: -5.117 -4.529 -3.571
H: 2.932 6.055 1.854
H: 0.215 0.177 5.249
H: -1.507 -1.656 5.121
H: 0.816 -3.478 -0.783
H: -6.691 -2.017 -2.782
H: 5.512 3.726 4.262
H: -6.804 -4.505 -3.083
H: 3.610 1.292 -0.452
H: -0.412 -1.088 -2.251
H: 1.020 1.768 -0.451
H: 3.079 4.946 -0.112
H: 1.573 2.853 1.472
H: 2.407 4.589 2.786
H: 2.819 3.696 -1.957
H: -0.918 -1.244 3.506
H: 3.703 3.300 3.987
H: -5.528 -2.852 -1.744
H: 0.756 -1.277 6.069
H: 3.869 2.404 1.401
H: -0.325 -2.691 4.304
H: 5.040 3.423 0.539
H: -4.988 -2.046 -3.219
H: 2.503 2.030 -2.338
H: 0.311 -3.475 -2.468
H: 5.310 5.117 2.045
H: 0.038 -1.096 -0.548
H: 1.650 -2.439 -1.946
H: 0.856 4.322 0.814
H: 0.562 3.266 -1.251
H: 4.609 2.322 -1.284

Forces on atoms 1 to 6 (eV/Å):
F -0.08 0.06 0.04
F 0.11 -0.05 0.12
F -0.08 0.02 -0.20
F -0.10 -0.07 -0.07
F -0.01 -0.14 0.01
F 0.14 0.04 -0.03

These are the Mulliken partial charges, in e, on atoms 1 to 5: number 1, F, carries -0.244; number 2, F, carries -0.251; number 3, F, carries -0.271; number 4, F, carries -0.242; number 5, F, carries -0.252